The following is a quantum chemistry calculation of a 5-piece molecular cluster, C34H52IN4O11S2 overall, from the OMol25 dataset.

Element x y z (Å)
C 0.091 6.696 2.674
C -1.297 5.826 2.347
O -1.650 4.899 3.432
C -3.103 4.726 3.578
C -3.616 3.159 3.323
C -2.956 2.689 1.898
C -3.934 1.776 0.947
C -3.175 1.021 -0.296
C -2.450 2.018 -1.378
I -3.873 2.875 -2.831
N -1.292 2.909 -0.885
C 0.003 2.389 -0.862
C -0.124 0.871 -1.469
C 0.200 -0.430 -0.526
C 0.673 -0.076 1.006
C 1.681 -1.329 1.466
S 3.401 -0.892 0.862
C 4.051 0.633 1.751
S 3.392 1.249 3.227
N 5.224 1.377 1.114
C 5.095 1.550 -0.398
C 6.463 2.394 -0.777
N 7.189 2.589 0.559
C 6.470 1.963 1.740
C -1.542 0.950 -2.290
O -2.194 -0.287 -2.758
N -2.109 -0.248 -4.120
O -1.002 -0.729 -4.409
H 0.688 6.062 3.479
H -0.191 7.758 3.091
H 0.779 6.744 1.702
H -1.039 5.179 1.393
H -2.129 6.597 2.057
H -3.760 5.453 2.939
H -3.353 4.952 4.719
H -4.791 3.147 3.247
H -3.197 2.437 4.171
H -1.884 2.186 2.043
H -2.740 3.688 1.287
H -4.380 0.922 1.641
H -4.851 2.428 0.591
H -2.439 0.226 0.147
H -4.019 0.417 -0.884
H -1.647 3.847 -0.596
H 0.930 3.021 -0.509
H 0.771 0.852 -2.252
H -0.710 -1.165 -0.494
H 1.113 -1.016 -1.024
H -0.223 -0.117 1.792
H 1.305 0.903 1.117
H 1.337 -2.319 0.899
H 1.637 -1.531 2.626
H 4.264 1.181 -1.145
H 6.816 2.777 -1.841
H 6.741 1.905 2.880
H -1.236 1.605 -3.239
O 4.071 -2.433 3.861
C 5.278 -2.606 3.830
O 6.046 -2.863 4.929
C 7.419 -2.900 4.542
C 7.408 -3.192 3.065
C 6.137 -2.523 2.605
H 7.873 -1.930 4.771
H 7.941 -3.678 5.108
H 8.303 -2.833 2.548
H 7.334 -4.274 2.900
H 6.299 -1.471 2.353
H 5.683 -3.057 1.768
O 1.639 -3.586 -0.695
C 2.036 -3.889 -1.809
O 2.272 -5.169 -2.220
C 2.829 -5.144 -3.534
C 2.416 -3.817 -4.115
C 2.378 -2.922 -2.902
H 3.916 -5.242 -3.454
H 2.438 -5.983 -4.116
H 3.090 -3.462 -4.899
H 1.410 -3.897 -4.544
H 3.355 -2.478 -2.693
H 1.613 -2.148 -2.998
O -6.070 4.312 1.709
C -7.062 4.025 2.359
O -7.079 3.886 3.717
C -8.371 3.441 4.127
C -9.300 3.837 3.009
C -8.418 3.730 1.792
H -8.337 2.357 4.274
H -8.643 3.920 5.072
H -10.198 3.216 2.955
H -9.618 4.879 3.142
H -8.419 2.719 1.376
H -8.694 4.463 1.030
O 2.082 -6.253 -7.473
C 1.091 -6.540 -6.823
O 1.074 -6.679 -5.465
C -0.218 -7.123 -5.055
C -1.148 -6.727 -6.173
C -0.265 -6.835 -7.390
H -0.184 -8.208 -4.908
H -0.490 -6.645 -4.110
H -2.045 -7.349 -6.227
H -1.465 -5.686 -6.040
H -0.266 -7.846 -7.806
H -0.541 -6.102 -8.152

Computed properties:
maximum force = 7.179 eV/A
E_tot = -94332.938 eV
net charge = +1
orbital gap = 5.7 eV
HOMO = -10.386 eV

Atomic partial charges in e from the Mulliken method, atoms 1 to 8:
1 C -0.940
2 C 0.405
3 O -0.355
4 C -0.473
5 C -0.154
6 C 0.351
7 C -0.819
8 C -0.090

***

The following is a quantum chemistry calculation of C34H52N6PdSSb as an isolated structure, from the OMol25 dataset.

Element x y z (Å)
Pd 0.526 0.735 -0.016
C 3.036 4.268 0.260
C 2.447 2.950 -0.123
N 1.972 2.088 0.698
N 1.952 2.362 2.042
C 1.242 1.568 2.838
N 1.144 1.863 4.116
S 0.507 0.123 2.251
C 2.326 2.559 -1.546
C 3.012 3.201 -2.553
C 2.820 2.789 -3.869
C 1.946 1.753 -4.123
C 1.308 1.139 -3.055
N 1.504 1.519 -1.792
H 2.588 4.676 1.166
H 2.865 4.998 -0.528
H 4.115 4.184 0.415
H 2.359 3.222 2.380
H 1.586 2.670 4.533
H 0.614 1.261 4.729
H 3.699 4.005 -2.327
H 3.345 3.283 -4.676
H 1.748 1.419 -5.133
H 0.607 0.338 -3.210
C -0.918 -0.367 -0.510
C -1.960 -0.988 -0.499
C -3.232 -1.666 -0.449
C -3.790 -2.223 -1.601
C -5.003 -2.890 -1.528
C -5.658 -3.006 -0.310
C -5.115 -2.442 0.836
C -3.904 -1.772 0.770
H -3.279 -2.122 -2.551
H -5.441 -3.316 -2.422
H -6.598 -3.540 -0.254
H -5.635 -2.528 1.781
H -3.467 -1.336 1.661
N -0.693 2.723 0.412
C -1.737 3.239 0.325
N -2.894 3.812 0.224
C -4.048 3.365 1.060
C -4.884 4.586 1.451
C -3.972 5.791 1.683
C -3.321 6.238 0.360
C -3.101 5.047 -0.574
H -3.648 2.866 1.942
H -4.636 2.641 0.495
H -5.448 4.341 2.349
H -5.607 4.817 0.668
H -3.200 5.513 2.405
H -4.534 6.616 2.114
H -2.377 6.743 0.565
H -3.964 6.953 -0.154
H -2.252 5.186 -1.239
H -3.978 4.871 -1.194
C 1.661 -4.633 -1.829
C 0.970 -3.286 -1.964
C -0.527 -3.409 -2.118
C 1.592 -2.434 -3.054
Sb 1.333 -2.107 0.018
C 0.496 -3.351 1.744
C 0.639 -4.807 1.346
C -0.968 -2.955 1.869
C 1.289 -3.078 3.018
C 3.508 -1.683 0.201
C 3.826 -1.284 1.637
C 4.187 -2.987 -0.194
C 3.849 -0.538 -0.741
H 1.427 -5.181 -2.751
H 1.294 -5.236 -1.011
H 2.743 -4.566 -1.766
H -0.722 -3.866 -3.097
H -1.017 -2.447 -2.098
H -0.977 -4.059 -1.365
H 1.406 -2.925 -4.016
H 2.672 -2.337 -2.950
H 1.138 -1.452 -3.097
H -0.037 -5.089 0.542
H 0.357 -5.393 2.228
H 1.661 -5.093 1.091
H -1.527 -3.154 0.957
H -1.109 -1.909 2.136
H -1.410 -3.564 2.667
H 2.278 -3.535 2.984
H 0.743 -3.551 3.841
H 1.393 -2.029 3.261
H 3.681 -2.099 2.342
H 3.239 -0.427 1.964
H 4.883 -1.000 1.680
H 3.860 -3.842 0.404
H 5.262 -2.865 -0.018
H 4.057 -3.220 -1.249
H 3.326 0.369 -0.457
H 3.627 -0.762 -1.785
H 4.924 -0.341 -0.667

Computed properties:
maximum force = 2.753 eV/A
E_tot = -65867.963 eV
net charge = +3
orbital gap = 5.5 eV
HOMO = -15.441 eV

Atomic partial charges in e from the Mulliken method, atoms 1 to 8:
1 Pd 0.552
2 C -1.950
3 C 0.652
4 N 0.994
5 N -0.592
6 C 0.301
7 N -0.332
8 S -0.316

***

Among the records above, which one has the highest E_tot? C34H52N6PdSSb

***

Among the records above, which one has the highest net charge? C34H52N6PdSSb

***

HOMO of number 2 (C34H52N6PdSSb)? -15.441 eV